{
  "formula": "C10H36HfN18O12",
  "method": "the ωB97M-V functional and the def2-TZVPD basis",
  "total_charge": 2,
  "multiplicity": 1,
  "homo_energy_ha": -0.4934,
  "e_lumo_ev": -8.142,
  "species": ["Hf", "O", "O", "O", "O", "O", "O", "O", "O", "O", "O", "O", "O", "N", "N", "N", "N", "N", "N", "N", "N", "N", "N", "N", "N", "N", "N", "N", "N", "N", "N", "C", "C", "C", "C", "C", "C", "C", "C", "C", "C", "H", "H", "H", "H", "H", "H", "H", "H", "H", "H", "H", "H", "H", "H", "H", "H", "H", "H", "H", "H", "H", "H", "H", "H", "H", "H", "H", "H", "H", "H", "H", "H", "H", "H", "H", "H"],
  "positions_angstrom": [[-8.75784, -14.84644, -2.14646], [-7.21838, -10.35033, -1.24426], [-9.17955, -14.88261, 0.23774], [-10.41136, -15.64184, -3.55653], [-10.91798, -18.68826, 2.68941], [-10.84952, -15.11359, -0.86473], [-14.54503, -13.58760, -2.25514], [-13.63918, -10.06610, -1.04056], [-6.81839, -15.62643, -1.06673], [-9.92930, -13.27009, -0.79878], [-9.24411, -13.08628, -3.53634], [-5.40866, -14.18323, 3.43014], [-8.88602, -17.02316, -1.72045], [-6.78542, -9.89198, 0.92788], [-9.02939, -19.27975, -2.12926], [-11.18466, -16.20474, -5.62596], [-9.55068, -11.84879, -5.40349], [-11.51629, -10.80793, -0.72709], [-6.29643, -12.95602, 1.76231], [-8.30659, -11.01056, -3.68838], [-12.83637, -10.24530, 1.09177], [-7.25311, -14.94971, 2.30744], [-10.89047, -18.09750, -1.70569], [-12.62315, -15.52373, -3.99764], [-13.88851, -14.30426, -0.21837], [-11.76297, -17.16735, 1.23854], [-6.25740, -17.75788, -0.45058], [-16.12783, -14.13469, -0.70106], [-8.70955, -10.99213, 0.32678], [-9.49743, -17.29854, 1.59682], [-5.07438, -15.98336, 0.29601], [-9.53386, -18.09524, -1.70402], [-11.36952, -15.85491, -4.33333], [-10.27597, -14.27372, -0.04649], [-10.74175, -17.78335, 1.89936], [-6.03913, -16.43438, -0.51064], [-9.05524, -11.99883, -4.17546], [-7.55208, -10.41526, -0.05503], [-12.72738, -10.26286, -0.27125], [-6.27486, -14.05439, 2.58952], [-14.84987, -14.01567, -1.15213], [-13.79135, -10.22736, 1.40379], [-11.95916, -15.99192, -6.23417], [-9.68833, -20.03510, -2.03790], [-7.04802, -18.19044, -0.89111], [-12.77349, -15.19091, -3.05446], [-5.89347, -9.54810, 0.61514], [-11.28339, -17.21567, -1.39929], [-4.95171, -14.98124, 0.31522], [-9.33906, -11.51579, -0.25577], [-4.38613, -16.59293, 0.70248], [-14.20000, -14.64878, 0.67172], [-11.54174, -16.41238, 0.61330], [-10.26104, -16.06716, -6.00095], [-11.65493, -10.81920, -1.72941], [-9.41328, -16.35287, 1.22717], [-11.33412, -18.93334, -1.34776], [-8.75757, -17.75728, 2.09756], [-5.60540, -12.26533, 1.99844], [-8.17740, -19.34855, -2.65582], [-16.23833, -14.66548, 0.14469], [-7.82162, -14.83716, 1.47573], [-13.41046, -15.72097, -4.59110], [-12.97551, -14.41140, -0.60972], [-11.08419, -11.63866, -0.36092], [-5.65181, -18.39826, 0.03462], [-7.02791, -9.85323, 1.90033], [-8.14150, -10.16206, -4.20302], [-16.87866, -14.08493, -1.36581], [-9.88248, -12.71590, -5.78716], [-7.19619, -12.63908, 1.43613], [-9.04124, -10.84869, 1.26676], [-12.69069, -17.52286, 1.37629], [-7.99458, -11.03831, -2.70955], [-9.48798, -10.96791, -5.88055], [-12.02526, -10.48006, 1.62687], [-7.13899, -15.86690, 2.70095]]
}